Density functional theory data (ωB97M-V with the def2-TZVPD basis set) for a cluster of 2 separate species, C5H12Cl in total at a distorted geometry.

```
18
Properties=species:S:1:pos:R:3:forces:R:3:mulliken_charge:R:1
Cl 0.5800 -2.9616 4.1301 -0.094 -0.554 0.357 -0.2310
H 0.7518 -1.9142 3.4527 0.093 0.557 -0.366 0.2287
C -0.1487 0.2470 -0.9668 0.561 -0.980 -1.393 -0.5643
C -1.3781 0.7653 -0.4133 -1.392 -0.158 1.419 -0.1778
C -2.4597 -0.3265 -0.0777 0.447 0.612 0.069 -1.0746
C 1.0984 0.9907 -0.7788 1.443 0.299 0.543 -0.1978
C 2.3472 0.0791 -0.6456 -0.076 0.164 0.168 -1.1064
H -0.0969 -0.7657 -1.3900 -0.128 0.462 0.098 0.3861
H -1.0133 1.1508 0.5769 -0.809 0.249 -0.516 0.1861
H -1.8613 1.6260 -0.9346 0.505 -0.451 0.059 0.2988
H -3.4119 0.1880 0.1339 0.266 -0.426 -0.080 0.3262
H -2.6123 -1.1031 -0.8582 0.180 0.649 0.377 0.3032
H -2.1109 -0.8064 0.8497 -0.365 -0.154 -0.365 0.2408
H 1.3407 1.8179 -1.4896 -0.527 -0.519 0.131 0.2930
H 0.9843 1.4824 0.2076 0.214 0.226 -0.378 0.2152
H 3.2852 0.6513 -0.7069 -0.332 -0.080 0.292 0.3373
H 2.2718 -0.4318 0.3265 0.322 0.061 -0.322 0.2242
H 2.4337 -0.6891 -1.4160 -0.308 0.043 -0.094 0.3120
```
Positions in Å, forces in eV/Å.

Calculated values
- net charge = 0
- spin multiplicity = 2
- highest occupied orbital energy (alpha / beta) (eV) = -7.47 / -11.55
- total energy (eV) = -17900.1312
- expectation value of S² = 0.75

Density functional theory data (ωB97M-V with the def2-TZVPD basis set) for a structure of composition C5H12Cl6O2 at a distorted geometry.

```
25
Properties=species:S:1:pos:R:3:forces:R:3:mulliken_charge:R:1
C 31.8563 -13.0248 32.0086 0.690 -0.905 1.468 -0.4573
C 31.6535 -13.7162 33.3781 -0.478 2.053 1.493 -0.6866
O 31.8243 -15.0938 33.5389 1.528 -1.202 -1.445 -0.5799
O 31.1113 -13.7251 31.1009 3.026 3.150 -1.474 -0.3872
H 32.9290 -13.0444 31.8161 0.264 0.228 -0.436 0.2913
H 31.4710 -12.0052 31.9978 0.281 0.142 0.559 0.3202
H 30.6103 -13.5797 33.6630 -0.153 0.790 0.243 0.2702
H 32.3298 -13.2708 34.1077 -0.293 0.702 0.039 0.5078
H 32.2354 -15.2551 34.3913 -0.032 0.001 -0.111 0.3596
H 31.0847 -14.6213 31.4442 2.750 1.215 -0.356 0.3691
C 26.1851 -16.3422 28.8866 0.467 -0.718 -0.975 -0.3423
Cl 27.9488 -16.6786 29.3859 -8.480 -2.150 -0.689 -0.1391
Cl 26.0762 -15.1131 27.6117 0.330 -0.111 0.183 -0.1361
H 25.9245 -17.2889 28.4135 -0.605 0.291 0.468 0.2937
H 25.5554 -15.9519 29.6860 0.502 -0.637 0.230 0.2938
C 29.8686 -15.3351 29.8291 3.628 3.014 -0.764 -0.4393
Cl 29.3568 -13.6860 29.2735 -1.311 -1.328 -0.642 -0.1566
Cl 29.8571 -15.4477 31.6309 -2.464 -2.572 -10.312 -0.0473
H 29.2921 -16.1547 29.4002 3.937 2.300 0.392 0.2844
H 30.8572 -15.3489 29.3702 0.419 -0.257 0.817 0.4080
C 29.5275 -16.5455 33.4444 -0.514 -2.054 4.843 0.1447
Cl 29.7173 -15.9561 35.1236 -0.172 -0.025 0.482 -0.2270
Cl 28.1324 -17.6496 33.4805 0.412 -0.169 -0.622 -0.1841
H 29.2365 -15.7421 32.7677 -3.147 -1.165 6.124 -0.0042
H 30.4859 -16.9489 33.1176 -0.583 -0.594 0.485 0.2443
```
Positions in Å, forces in eV/Å.

Calculated values
- net charge = 0
- highest occupied orbital energy (eV) = -9.26
- total energy (eV) = -84598.3423